1.
DFT (ωB97M-V/def2-TZVPD) results for one molecule with the formula C2H3N3O2 in a non-equilibrium geometry.

The calculation puts the electronic energy at -392.559893 Ha. The calculation puts the HOMO energy at -10.424 eV. The net charge is 0. The largest force on an atom comes out at 8.92 eV/Å. Its orbital gap is 0.3676 Eh.

Last column: Löwdin charge in e.
CARTESIAN COORDINATES (ANGSTROEM)
H: 1.8359 0.9754 -2.3500  0.0055
N: 1.8078 0.7792 -1.4364  0.2018
C: 0.9283 0.1458 -0.7510  -0.3563
N: -0.3586 -0.2193 -1.2396  0.1373
C: -1.2107 -0.3690 -0.3602  -0.1906
N: -0.6920 -0.5771 0.9367  -0.0155
O: -1.1406 0.5941 1.7656  -0.0695
O: 0.8454 -0.4608 0.5989  -0.0259
H: -2.1099 -0.9703 -0.5209  0.1411
H: -0.9713 0.3887 2.7980  0.1721

=====

2.
DFT (ωB97M-V/def2-TZVPD) results for one molecule with the formula C2H3N3O2.

The calculation puts the electronic energy at -392.755256 Ha. The calculation puts the HOMO energy at -9.342 eV. The net charge is 0. The largest force on an atom comes out at 0.67 eV/Å. Its orbital gap is 0.3569 Eh.

Last column: Löwdin charge in e.
CARTESIAN COORDINATES (ANGSTROEM)
N: 1.5752 -0.1498 0.9219  0.1449
C: 0.4117 0.2203 0.2970  -0.4598
N: 0.0625 1.4532 0.1290  0.1158
O: -1.2002 1.3883 -0.5008  0.0360
C: -1.5574 0.1031 -0.7478  -0.5245
O: -2.5555 -0.2528 -1.3126  0.1130
N: -0.5273 -0.6567 -0.1768  0.2043
H: 1.9740 -1.0462 0.6859  0.0985
H: 2.2544 0.6002 0.9261  0.1066
H: -0.4374 -1.6595 -0.2218  0.1652

=====

3.
DFT (ωB97M-V/def2-TZVPD) results for a 2-piece molecular cluster, C2H3N3O2 overall in a non-equilibrium geometry.

The calculation puts the electronic energy at -392.571612 Ha. The calculation puts the HOMO energy at -10.972 eV. The net charge is 0. The largest force on an atom comes out at 3.28 eV/Å. Its orbital gap is 0.3604 Eh.

Last column: Löwdin charge in e.
CARTESIAN COORDINATES (ANGSTROEM)
C: -2.2681 -0.4117 0.0560  -0.1874
C: -0.3286 0.8570 0.2130  -0.2205
N: -3.2844 -0.9407 0.0205  -0.0007
N: 1.8852 0.1516 -0.2551  0.1422
N: 0.5738 -0.0707 0.1073  -0.2044
O: -0.4403 2.0302 0.2443  0.1887
O: 0.2377 -1.4178 0.1904  0.0131
H: 1.9892 0.4987 -1.2019  0.1182
H: 2.3960 0.7139 0.4164  0.1183
H: -0.7605 -1.4105 0.2090  0.0325

=====

4.
DFT (ωB97M-V/def2-TZVPD) results for one molecule with the formula C2H3N3O2 in a non-equilibrium geometry.

The calculation puts the electronic energy at -392.565999 Ha. The calculation puts the HOMO energy at -9.774 eV. The net charge is 0. The largest force on an atom comes out at 2.08 eV/Å. Its orbital gap is 0.3470 Eh.

Last column: Löwdin charge in e.
CARTESIAN COORDINATES (ANGSTROEM)
C: 0.2436 -1.7960 -0.4148  -0.0944
N: -0.8361 -0.8594 -0.2668  0.0701
C: -0.9103 0.0999 0.4448  -0.2266
N: -1.1466 1.0919 1.1264  0.0493
O: -0.5891 2.2833 0.7742  -0.0883
N: 0.6238 2.1306 0.0449  -0.0189
O: 1.0465 3.1727 -0.3194  0.0643
H: 0.2466 -2.1439 -1.4463  0.0769
H: 1.2094 -1.3321 -0.1967  0.0834
H: 0.1122 -2.6470 0.2537  0.0842

=====

5.
DFT (ωB97M-V/def2-TZVPD) results for one molecule with the formula C2H3N3O2 in a non-equilibrium geometry.

The calculation puts the electronic energy at -392.627012 Ha. The calculation puts the HOMO energy at -10.410 eV. The net charge is 0. The largest force on an atom comes out at 4.15 eV/Å. Its orbital gap is 0.3948 Eh.

Last column: Löwdin charge in e.
CARTESIAN COORDINATES (ANGSTROEM)
N: 2.7702 1.3110 -0.2242  0.1425
C: 2.0992 0.3984 -0.3489  -0.0810
C: 0.8259 -0.6020 -0.2849  -0.3865
O: 0.9379 -1.7952 -0.1592  0.0841
N: -0.3673 0.0258 -0.0275  -0.2068
N: -1.5250 -0.6056 0.1332  0.0681
O: -0.4232 1.4633 -0.3105  -0.0349
H: -1.6706 -0.8524 1.1403  0.1279
H: -1.9285 -1.3651 -0.4345  0.1258
H: -0.7186 2.0218 0.5161  0.1608

=====

6.
DFT (ωB97M-V/def2-TZVPD) results for one molecule with the formula C2H3N3O2 in a non-equilibrium geometry.

The calculation puts the electronic energy at -392.577181 Ha. The calculation puts the HOMO energy at -9.051 eV. The net charge is 0. The largest force on an atom comes out at 4.02 eV/Å. Its orbital gap is 0.3529 Eh.

Last column: Löwdin charge in e.
CARTESIAN COORDINATES (ANGSTROEM)
O: -1.9630 -1.1064 -2.3347  0.1851
C: -0.9687 -0.9197 -1.7444  -0.4649
N: 0.2666 -1.4459 -1.3557  0.1911
N: -0.2768 -0.0807 -0.8472  0.0671
C: 0.0166 0.5727 0.2958  -0.2187
N: 0.9997 0.5754 1.1249  -0.0237
O: 0.6605 1.4374 2.2011  -0.0970
H: 0.4445 -1.9353 -0.4819  0.1146
H: -0.6952 1.4521 0.4861  0.1596
H: 1.5157 1.4505 2.6560  0.0870

=====

Listing energy above the lowest of the compared OMol25 structures with the same formula, charge and spin for the structures above in their given order: 146.6, 24.0, 139.3, 142.8, 104.5, 135.8 kcal per mole.